Molecular formula: C6H12O
Method: DFT, wB97M-V/def2-TZVPD

The geometry in XYZ format:
```
19
Properties=species:S:1:pos:R:3
C -2.390 0.405 0.263
C -1.065 -0.306 0.460
C -0.558 -0.950 -0.825
O 0.749 -1.381 -0.507
C 1.333 -0.364 0.325
C 2.453 0.311 -0.449
C 0.168 0.569 0.722
H -3.170 -0.325 0.014
H -2.309 1.111 -0.572
H -2.708 0.954 1.153
H -1.149 -1.049 1.268
H -1.128 -1.765 -1.274
H -0.555 -0.163 -1.605
H 1.742 -0.862 1.216
H 3.227 -0.421 -0.703
H 2.917 1.124 0.120
H 2.054 0.724 -1.382
H 0.129 1.428 0.038
H 0.261 0.961 1.740
```

Computed properties:
* net charge: 0
* relative energy (zero: lowest compared OMol25 entry of this formula, charge and spin): 41.7 kJ/mol
* 2S+1: 1

=====

Molecular formula: C6H12O
Method: DFT, wB97M-V/def2-TZVPD

The geometry in XYZ format:
```
19
Properties=species:S:1:pos:R:3
C -1.814 -0.146 -1.916
C -0.627 0.720 -1.522
O -0.719 0.993 -0.144
C 0.496 1.215 0.546
C 0.652 0.138 1.601
C 1.739 -0.905 1.591
C 0.362 -1.253 1.123
H -1.939 -0.163 -3.003
H -1.689 -1.176 -1.561
H -2.727 0.257 -1.468
H -0.635 1.669 -2.082
H 0.317 0.200 -1.765
H 1.349 1.228 -0.149
H 0.440 2.208 1.006
H 0.274 0.406 2.586
H 2.525 -0.845 0.843
H 2.061 -1.297 2.550
H 0.229 -1.368 0.050
H -0.295 -1.880 1.713
```

Computed properties:
* net charge: 0
* relative energy (zero: lowest compared OMol25 entry of this formula, charge and spin): 169.6 kJ/mol
* 2S+1: 1

=====

Molecular formula: C6H12O
Method: DFT, wB97M-V/def2-TZVPD

The geometry in XYZ format:
```
19
Properties=species:S:1:pos:R:3
C 0.874 -1.231 0.029
C -0.456 -1.155 0.109
C -1.365 -2.218 -0.456
C -1.126 0.021 0.799
C -1.599 1.037 -0.221
O -1.243 2.191 -0.249
H 1.516 -0.470 0.466
H 1.357 -2.063 -0.477
H -0.810 -2.923 -1.085
H -1.837 -2.778 0.363
H -2.180 -1.791 -1.056
H -0.444 0.529 1.489
H -2.002 -0.332 1.363
H -2.303 0.655 -0.991
C 2.313 2.107 -0.010
H 2.785 3.092 -0.054
H 2.558 1.548 -0.917
H 2.683 1.565 0.865
H 1.229 2.216 0.061
```

Computed properties:
* net charge: 0
* relative energy (zero: lowest compared OMol25 entry of this formula, charge and spin): 119.7 kJ/mol
* 2S+1: 1